[1]
The following is a quantum chemistry calculation of a single C2HNO3 molecule at a distorted geometry, from the OMol25 dataset.

Properties
DFT total energy   -357.18946 hartree
Energy above the lowest of the compared OMol25 structures with the same formula, charge and spin   2.808 eV
SMILES   O=C=NOC=O
Kohn-Sham gap   10.7 eV
HOMO   -11.00 eV
E_LUMO   -0.010 Ha

```
7
Properties=species:S:1:pos:R:3:nbo_charge:R:1
O 2.050 -0.229 1.414 -0.4326
C 1.337 0.542 0.971 0.7693
N 0.786 1.587 0.787 -0.2753
O -0.396 1.734 -0.004 -0.3021
C -0.606 0.553 -0.668 0.5962
O -1.651 0.382 -1.224 -0.4896
H 0.201 -0.086 -0.923 0.1342
```


[2]
The following is a quantum chemistry calculation of a single C2HNO3S molecule at a distorted geometry, from the OMol25 dataset.

Properties
DFT total energy   -755.43169 hartree
Energy above the lowest of the compared OMol25 structures with the same formula, charge and spin   1.538 eV
SMILES   O=C=NC(=O)OS
Kohn-Sham gap   9.6 eV
HOMO   -10.42 eV
E_LUMO   -0.031 Ha

```
8
Properties=species:S:1:pos:R:3:nbo_charge:R:1
O 1.263 -1.037 -2.571 -0.4818
C 0.736 -1.227 -1.562 0.8657
N 0.022 -1.524 -0.666 -0.6271
C -0.448 -0.658 0.595 0.9492
O -0.957 -1.178 1.524 -0.5076
O -0.103 0.643 0.323 -0.6407
S -0.691 1.989 1.344 0.3075
H 0.177 2.992 1.014 0.1347
```


[3]
The following is a quantum chemistry calculation of a single C2HNOS molecule at a distorted geometry, from the OMol25 dataset.

Properties
DFT total energy   -604.92522 hartree
Energy above the lowest of the compared OMol25 structures with the same formula, charge and spin   1.680 eV
SMILES   O=CN=C=S
Kohn-Sham gap   8.4 eV
HOMO   -8.98 eV
E_LUMO   -0.020 Ha

```
6
Properties=species:S:1:pos:R:3:nbo_charge:R:1
O -0.285 -2.213 -0.100 -0.3859
C -0.721 -1.198 -0.422 0.6844
N 0.160 0.302 0.123 -0.6653
C 0.807 1.289 0.475 0.1900
S 1.582 2.577 0.884 -0.0372
H -1.543 -0.757 -0.959 0.2139
```


[4]
The following is a quantum chemistry calculation of 2 unconnected molecules or ions with the total composition C2HO2S2 at a distorted geometry, from the OMol25 dataset.

Properties
DFT total energy   -1023.67039 hartree
Energy above the lowest of the compared OMol25 structures with the same formula, charge and spin   1.493 eV
Total charge   -1
Kohn-Sham gap   6.3 eV
HOMO   -2.73 eV
E_LUMO   0.133 Ha

```
7
Properties=species:S:1:pos:R:3:nbo_charge:R:1
C 0.347 -2.115 0.935 1.0107
C -0.060 -0.425 -0.464 -0.8376
O 1.496 -2.149 1.039 -0.6242
O -0.762 -2.377 1.190 -0.6378
S 0.851 -0.426 -2.048 -0.0773
S -1.167 -0.688 -1.813 -0.0137
H -0.014 0.585 0.130 0.1800
```